The following is a DFT calculation (ωB97M-V/def2-TZVPD) of a molecular structure, C2H2O4P at a distorted geometry.

CARTESIAN COORDINATES (ANGSTROEM)
1 C -0.0206 0.7797 -0.2859
2 C 0.7259 -0.3701 -0.2474
3 O 1.2302 0.6984 -3.5464
4 O 2.6864 1.8606 -1.6755
5 O 0.1476 1.5500 -1.4542
6 O 1.6338 -0.4213 -1.2384
7 P 1.5288 1.0053 -2.1474
8 H -0.7149 1.2981 0.3563
9 H 0.6130 -1.2447 0.2356

## Properties
- net charge = -1
- orbital gap (eV) = 8.249
- maximum force (eV/A) = 4.938
- energy above the lowest of the compared OMol25 structures with the same formula, charge and spin (kcal per mole) = 0.0
- HOMO energy (eV) = -4.144